Entry 1:
100
Properties=species:S:1:pos:R:3:forces:R:3:lowdin_charge:R:1 method="wB97M-V/def2-TZVPD" relative_energy_kj_mol=70.06 lumo_ev=-2.0 homo_energy_ev=-10.5 fmax_ev_per_a=2.406 charge=+1 multiplicity=1 homo_lumo_gap_ev=8.506
Cs 2.2464 0.1673 0.0078 2.40 0.03 -0.18 1.364
C 1.6020 -0.1817 3.7019 0.24 0.12 0.08 -0.032
C 3.1075 -0.2986 3.7409 0.12 0.11 -0.03 -0.309
C 3.7731 -0.7043 4.8959 -0.15 0.00 -0.08 -0.017
C 5.1507 -0.8062 4.8782 0.00 0.01 -0.03 -0.040
C 5.8384 -0.4788 3.7202 -0.01 -0.03 0.05 -0.015
C 5.1110 -0.0646 2.6131 0.06 0.04 -0.27 -0.213
N 3.7771 0.0074 2.6274 0.04 0.05 -0.08 0.063
C 5.8372 0.3313 1.3480 -0.15 -0.11 0.11 -0.209
C 7.0458 1.0118 1.4441 0.06 0.04 -0.03 -0.010
C 7.7295 1.3276 0.2830 -0.07 -0.04 -0.03 -0.033
C 7.1970 0.9437 -0.9363 0.00 0.03 0.06 -0.008
C 5.9757 0.2783 -0.9522 -0.14 -0.08 -0.10 -0.212
N 5.3065 -0.0073 0.1686 0.04 -0.09 0.07 0.090
C 5.3874 -0.1794 -2.2652 0.12 0.09 0.27 -0.218
C 6.2170 -0.7676 -3.2124 -0.12 0.01 -0.02 -0.013
C 5.6511 -1.1955 -4.4031 0.02 0.02 0.05 -0.040
C 4.2928 -1.0266 -4.6019 -0.08 0.02 0.00 -0.017
C 3.5283 -0.4297 -3.6047 0.02 0.03 0.11 -0.312
C 2.0390 -0.2392 -3.7489 0.17 -0.16 -0.06 -0.029
N 4.0786 -0.0096 -2.4611 0.07 -0.03 0.04 0.072
H 1.2079 -0.0244 4.7049 -0.04 -0.08 0.01 0.085
H 1.1599 -1.0912 3.2935 -0.01 -0.05 -0.01 0.060
H 1.2805 0.6560 3.0815 0.07 -0.03 -0.04 0.062
H 3.2014 -0.9373 5.7827 0.03 -0.02 0.07 0.115
H 5.6887 -1.1364 5.7558 0.01 -0.01 0.04 0.115
H 6.9146 -0.5627 3.6766 0.01 0.01 -0.01 0.115
H 7.4308 1.3058 2.4097 0.02 0.01 0.02 0.116
H 8.6632 1.8708 0.3280 0.03 0.01 0.00 0.116
H 7.7021 1.1770 -1.8621 0.02 0.01 -0.03 0.118
H 7.2676 -0.9065 -3.0034 0.03 -0.01 -0.04 0.116
H 6.2610 -1.6646 -5.1630 0.02 -0.01 -0.01 0.114
H 3.8154 -1.3558 -5.5139 0.02 -0.02 -0.04 0.114
H 1.6962 -0.5631 -4.7302 0.00 0.05 -0.03 0.082
H 1.7717 0.8074 -3.6136 0.01 0.06 0.02 0.074
H 1.4952 -0.8264 -3.0047 0.03 0.04 0.05 0.062
C -2.5643 -7.2463 -0.5539 -0.03 -0.12 0.00 -0.042
C -1.9728 -5.9009 -0.2590 0.00 0.02 0.01 -0.260
C -1.5796 -5.5607 1.0316 0.00 -0.03 0.01 -0.028
C -1.0429 -4.3146 1.3068 0.00 0.03 0.07 -0.068
C -0.9139 -3.3954 0.2801 -0.27 0.06 -0.10 -0.365
C -1.2880 -3.7083 -1.0195 -0.01 -0.10 0.18 -0.057
C -1.8132 -4.9625 -1.2752 0.02 0.06 -0.02 -0.021
S -0.1899 -1.8033 0.5896 0.04 0.00 -0.53 0.961
O 0.2357 -1.3037 -0.7677 -0.96 -0.74 0.12 -0.749
C -1.5668 -0.8142 1.1658 -0.18 -0.35 0.15 -0.300
C -1.8165 -0.9667 2.5477 -0.13 0.16 0.03 -0.070
C -2.7719 -0.2085 3.1550 0.08 -0.04 -0.04 0.001
C -3.5150 0.7414 2.4131 -0.02 -0.05 0.19 -0.148
C -4.5010 1.5486 3.0343 0.03 -0.01 -0.02 -0.023
C -5.2043 2.4621 2.3090 -0.03 0.03 -0.08 -0.063
C -4.9554 2.6122 0.9257 -0.03 -0.04 0.06 -0.059
C -4.0136 1.8499 0.3031 -0.05 -0.04 0.04 -0.007
C -3.2612 0.8916 1.0340 -0.01 0.00 -0.06 -0.096
C -2.2525 0.0945 0.4117 -0.18 0.02 0.04 -0.133
C -2.0274 0.3256 -1.0375 -0.03 -0.10 -0.08 -0.144
C -2.7858 -0.4061 -1.9931 -0.03 -0.12 0.18 -0.099
C -3.7171 -1.4017 -1.5976 0.00 -0.02 -0.03 -0.010
C -4.4367 -2.0872 -2.5313 0.02 0.01 0.01 -0.058
C -4.2662 -1.8181 -3.9075 -0.02 -0.01 -0.01 -0.061
C -3.3803 -0.8661 -4.3157 0.05 0.04 0.09 -0.021
C -2.6219 -0.1328 -3.3669 0.04 0.06 -0.29 -0.141
C -1.7058 0.8681 -3.7757 0.05 0.06 0.11 -0.003
C -0.9909 1.5684 -2.8490 -0.16 -0.18 -0.06 -0.081
C -1.1774 1.2975 -1.4752 -0.01 0.15 -0.21 -0.330
S -0.1341 2.2624 -0.4138 0.11 0.51 0.56 0.975
O 0.1851 1.4989 0.8493 -0.98 0.82 -0.16 -0.770
C -1.2416 3.5648 0.1238 -0.12 -0.33 0.48 -0.357
C -1.5131 3.5990 1.4857 -0.09 0.29 -0.26 -0.060
C -2.3850 4.5636 1.9737 0.19 -0.16 -0.03 -0.028
C -2.9856 5.4788 1.1219 -0.01 0.03 -0.05 -0.272
C -3.9247 6.5222 1.6498 -0.05 0.03 0.06 -0.040
C -2.6878 5.4201 -0.2386 0.00 0.03 -0.04 -0.030
C -1.8148 4.4750 -0.7465 -0.02 0.02 -0.10 -0.064
H -2.2623 -7.9855 0.1861 0.00 0.00 0.02 0.080
H -2.2601 -7.6041 -1.5361 0.00 0.00 -0.03 0.082
H -3.6546 -7.1973 -0.5455 -0.02 0.01 0.00 0.090
H -1.6771 -6.2867 1.8276 -0.01 -0.03 0.03 0.118
H -0.7200 -4.0715 2.3117 0.01 0.01 0.01 0.110
H -1.1478 -2.9846 -1.8070 0.02 0.08 -0.07 0.109
H -2.0976 -5.2192 -2.2866 -0.03 -0.03 -0.07 0.120
H -1.2293 -1.6662 3.1290 0.01 -0.05 -0.01 0.101
H -2.9589 -0.3128 4.2158 -0.03 -0.01 0.02 0.122
H -4.6888 1.4214 4.0926 0.01 -0.01 0.03 0.117
H -5.9602 3.0712 2.7860 -0.01 0.02 0.01 0.110
H -5.5160 3.3401 0.3567 -0.04 0.04 -0.02 0.113
H -3.8316 1.9847 -0.7535 0.01 -0.02 -0.04 0.125
H -3.8488 -1.6183 -0.5460 0.00 0.01 0.03 0.126
H -5.1402 -2.8455 -2.2175 -0.04 -0.02 0.01 0.110
H -4.8484 -2.3665 -4.6356 0.00 -0.01 -0.01 0.109
H -3.2463 -0.6481 -5.3664 0.00 0.00 -0.06 0.116
H -1.5701 1.0679 -4.8300 -0.03 -0.02 -0.06 0.122
H -0.2725 2.3174 -3.1552 0.03 0.05 0.00 0.108
H -1.0562 2.8656 2.1299 0.03 -0.05 0.10 0.108
H -2.6077 4.5881 3.0321 -0.02 0.01 0.05 0.120
H -4.2149 6.3062 2.6760 0.00 0.00 0.04 0.078
H -4.8317 6.5834 1.0493 -0.01 0.01 -0.05 0.083
H -3.4537 7.5056 1.6362 0.00 0.04 -0.01 0.089
H -3.1487 6.1278 -0.9145 -0.03 0.05 -0.03 0.120
H -1.6066 4.4519 -1.8087 0.03 -0.05 -0.03 0.114

=====

Entry 2:
26
Properties=species:S:1:pos:R:3:forces:R:3:nbo_charge:R:1 method="wB97M-V/def2-TZVPD" relative_energy_kj_mol=32.57 lumo_ev=4.8 homo_energy_ev=-0.5 fmax_ev_per_a=0.786 charge=-2 multiplicity=1 homo_lumo_gap_ev=5.325
Cu 1.0716 2.0108 -0.4153 -0.21 0.08 -0.35 0.699
N -0.7662 0.0105 2.6504 0.11 0.11 0.10 -0.643
N 0.3438 -0.4925 1.9385 0.02 0.18 0.13 -0.475
C 1.6140 -0.1423 2.2760 -0.14 0.04 -0.15 0.304
N 2.5082 -0.4603 1.3063 0.06 0.33 -0.71 -0.841
S 2.1180 0.6193 3.6700 -0.15 -0.02 0.63 -0.373
H -1.5315 -0.6248 2.4578 0.05 0.01 -0.02 0.345
H -1.0234 0.9148 2.2521 0.07 -0.09 0.03 0.352
H 0.2132 -0.5022 0.9295 0.13 -0.12 -0.27 0.419
H 2.1558 -0.2772 0.3318 -0.07 -0.50 0.17 0.449
H 3.3994 -0.0225 1.4812 0.00 -0.07 0.10 0.382
Cl 1.5787 -2.4259 -2.1409 -0.05 -0.03 0.05 -0.087
C -0.0493 -1.8405 -1.8008 0.29 0.15 0.03 -0.115
C -1.0889 -2.7007 -2.0169 -0.13 -0.13 -0.05 -0.238
C -2.4156 -2.3043 -1.8085 0.07 -0.07 -0.02 -0.383
C -2.6230 -0.9888 -1.4051 -0.10 0.09 0.01 -0.235
C -1.5725 -0.1278 -1.1920 0.23 0.06 0.01 -0.151
Cl -1.9691 1.5212 -0.7238 -0.04 -0.01 0.07 -0.086
C -0.1425 -0.4651 -1.2954 -0.05 0.08 0.02 0.110
N 0.8827 0.2557 -0.9775 -0.16 -0.14 0.18 -1.113
H -0.8628 -3.7043 -2.3612 -0.01 0.01 0.00 0.196
H -3.2421 -2.9853 -1.9621 0.01 0.00 -0.02 0.185
H -3.6313 -0.6165 -1.2567 0.01 0.01 0.01 0.196
S 1.9743 6.5729 0.1298 -0.05 -0.23 -0.02 -0.418
C 1.6449 4.9560 0.0101 0.06 0.31 0.04 0.179
N 1.4137 3.8200 -0.0772 0.05 -0.05 0.04 -0.658